[1]
The following is a quantum chemistry calculation of a cluster of 32 separate species, C21H98NO35S in total, from the OMol25 dataset.

For the LUMO energy, the calculation gives -4.79 eV. Its relative energy (zero: lowest compared OMol25 entry of this formula, charge and spin) is 0.0000 eV. For the frontier orbital gap, the calculation gives 6.01 eV. Its net charge is +1. Its spin multiplicity is 1.

Element x y z (Å)
1 C 7.47198 -1.28789 3.54682
2 C 6.81816 -1.54769 2.19176
3 C 7.67539 -1.11509 1.00122
4 C 7.53873 0.37214 0.57071
5 C 6.51403 1.21963 1.31075
6 C 6.24578 2.54997 0.56957
7 C 5.02540 2.48736 -0.37787
8 C 3.87529 3.43234 0.02313
9 C 2.65107 2.74231 0.64778
10 C 1.55414 2.35274 -0.35430
11 C 0.26064 3.13680 -0.18096
12 C -0.90624 2.50008 -0.95295
13 C -2.21534 2.54304 -0.17498
14 C -2.28674 1.36937 0.84037
15 C -3.58130 0.65448 0.80930
16 C -3.72113 -0.36645 -0.11026
17 C -4.87734 -1.09839 -0.16100
18 C -5.16534 -2.23598 -1.09036
19 O -5.56760 -2.03140 -2.20015
20 O -5.00679 -3.47235 -0.61775
21 C -5.92100 -0.78785 0.73017
22 C -5.76820 0.21608 1.60494
23 N -4.61108 0.93288 1.63515
24 S -4.44968 2.21962 2.83645
25 C -6.09611 2.72943 3.23010
26 O -3.78535 3.32839 2.25140
27 O -3.85613 1.56508 3.95893
28 H 7.60245 -0.23142 3.76200
29 H 6.83870 -1.75807 4.29706
30 H 8.41918 -1.82362 3.58118
31 H 6.70214 -2.62930 2.14593
32 H 5.80396 -1.15540 2.16543
33 H 8.71942 -1.30017 1.26062
34 H 7.47056 -1.73856 0.13875
35 H 8.51269 0.85078 0.67793
36 H 7.31394 0.38154 -0.49646
37 H 6.92444 1.46045 2.29236
38 H 5.55666 0.71646 1.41688
39 H 6.14170 3.35911 1.29088
40 H 7.13481 2.75648 -0.02840
41 H 5.36396 2.79148 -1.36856
42 H 4.69043 1.45141 -0.45557
43 H 4.26874 4.18532 0.70113
44 H 3.53978 3.95182 -0.87842
45 H 2.24953 3.37497 1.44012
46 H 3.00657 1.82765 1.12222
47 H 1.34735 1.28860 -0.24617
48 H 1.93675 2.49817 -1.36654
49 H 0.41929 4.13705 -0.59215
50 H 0.02926 3.28445 0.87565
51 H -1.03953 2.98707 -1.91379
52 H -0.63091 1.46162 -1.15459
53 H -2.24352 3.47515 0.38543
54 H -3.06545 2.57160 -0.85304
55 H -2.03405 1.73006 1.83459
56 H -1.52105 0.64056 0.58245
57 H -2.88702 -0.57015 -0.76548
58 H -5.27925 -3.55098 0.31625
59 H -6.83783 -1.35512 0.71990
60 H -6.55730 0.44347 2.29857
61 H -5.99513 3.73539 3.61823
62 H -6.70015 2.71311 2.32517
63 H -6.52611 2.01860 3.92795
64 O -2.86150 -0.87305 -3.55370
65 H -2.61054 -1.63856 -4.08653
66 H -3.51459 -1.20654 -2.93002
67 O -0.91194 -1.92532 -0.62524
68 H -0.96075 -2.00196 -1.58651
69 H -0.82252 -2.83249 -0.30519
70 O 5.84752 -1.59968 -1.55199
71 H 6.07743 -2.37330 -2.08347
72 H 5.17602 -1.92601 -0.94176
73 O 0.70067 4.00282 2.97087
74 H 1.17454 4.84039 3.00383
75 H -0.21837 4.27285 3.07380
76 O -3.32402 3.59234 -2.99377
77 H -4.18615 3.73562 -2.59275
78 H -3.40098 4.07960 -3.81982
79 O -3.15785 -5.20904 1.54575
80 H -2.97756 -4.71792 2.35590
81 H -3.63646 -4.58717 0.99153
82 O -7.25898 -2.28381 -4.74004
83 H -6.98608 -2.20945 -3.81924
84 H -7.29027 -1.38745 -5.08382
85 O 6.72525 -2.51013 -4.12831
86 H 6.09870 -1.80743 -3.91325
87 H 7.09432 -2.25629 -4.97808
88 O 5.78430 5.04550 2.69962
89 H 5.92535 5.05812 3.65181
90 H 5.90475 5.96079 2.42669
91 O -1.74381 4.05069 5.00831
92 H -1.29652 3.35384 5.49974
93 H -2.58403 3.65469 4.75552
94 O -3.52242 -1.07085 -6.66703
95 H -3.52333 -0.73431 -5.76320
96 H -3.91649 -0.35759 -7.18649
97 O -6.41624 -5.17848 0.94056
98 H -6.63976 -5.36188 0.02105
99 H -6.26356 -6.05057 1.32104
100 O 3.82701 -3.19861 -0.05461
101 H 4.28953 -3.93804 0.36679
102 H 2.99690 -3.58300 -0.35278
103 O 3.62966 0.52592 3.22873
104 H 3.92638 1.42446 3.40676
105 H 2.67007 0.57427 3.27108
106 O 0.71525 6.56492 1.46295
107 H 1.25026 5.87035 1.06368
108 H -0.08686 6.58012 0.93304
109 O -9.06585 0.08010 0.55823
110 H -9.65825 -0.53756 1.00146
111 H -9.22617 -0.07543 -0.37898
112 O -3.44842 1.80036 7.26492
113 H -4.05095 1.18854 7.70114
114 H -3.57089 1.63267 6.32441
115 O 6.23751 -5.02905 1.18229
116 H 6.21875 -4.62802 2.06175
117 H 6.48885 -5.94422 1.33759
118 O -0.91448 0.15236 7.10587
119 H -1.55166 0.84778 7.31745
120 H -0.50698 0.41268 6.27550
121 O -1.02270 -3.22506 1.99088
122 H -0.83966 -2.28016 1.97985
123 H -0.16789 -3.64442 2.16751
124 O -3.68137 0.07133 -9.32722
125 H -3.78521 0.06985 -10.28348
126 H -3.58135 -0.86149 -9.10319
127 O -5.55289 5.42002 -3.76260
128 H -6.41380 5.55552 -3.35507
129 H -5.61088 5.89355 -4.59901
130 O -7.74035 -5.30990 -4.64301
131 H -7.24352 -5.68199 -3.90741
132 H -7.61748 -4.35436 -4.56213
133 O -0.45826 -1.34466 -6.74519
134 H -0.14444 -0.45350 -6.56795
135 H -1.41716 -1.29487 -6.64679
136 O -1.97630 5.92817 2.80928
137 H -1.88331 5.60542 3.71519
138 H -2.85529 6.31372 2.76450
139 O -0.01013 -5.84184 2.58600
140 H 0.53588 -6.44803 2.07577
141 H -0.88972 -5.92334 2.19486
142 O 1.74525 -0.90337 0.77321
143 H 2.38651 -1.45620 0.30923
144 H 0.96129 -0.92551 0.21110
145 O 5.45788 -2.86353 -6.74386
146 H 4.85587 -3.46619 -6.29849
147 H 5.34814 -3.04121 -7.68275
148 O -4.94788 -6.29451 -5.09948
149 H -5.34361 -7.13113 -4.83918
150 H -5.69462 -5.68635 -5.17652
151 O 4.90781 -0.17132 -4.08714
152 H 4.99651 0.04288 -3.14895
153 H 4.49317 0.59495 -4.49158
154 O 6.60243 -4.34488 4.62553
155 H 6.56540 -3.95008 5.50188
156 H 6.87757 -5.25436 4.77765

Here are the Löwdin charges for atoms 1 to 99, given in e: -0.10, -0.26, -0.19, -0.19, -0.21, -0.19, -0.18, -0.19, -0.19, -0.19, -0.19, -0.18, -0.16, -0.10, -0.15, 0.10, -0.04, -0.46, 0.16, 0.14, 0.04, -0.03, -0.02, 0.70, -0.09, -0.23, -0.25, 0.06, 0.05, 0.07, 0.07, 0.09, 0.10, 0.08, 0.11, 0.10, 0.10, 0.08, 0.07, 0.10, 0.10, 0.10, 0.08, 0.10, 0.08, 0.08, 0.08, 0.12, 0.12, 0.09, 0.10, 0.10, 0.11, 0.09, 0.12, 0.12, 0.12, 0.10, 0.13, 0.13, 0.09, 0.09, 0.08, -0.03, 0.05, 0.00, -0.05, 0.05, 0.04, -0.05, 0.03, 0.01, -0.06, 0.04, 0.00, -0.06, 0.02, 0.03, -0.04, 0.04, 0.00, -0.04, 0.00, 0.05, -0.07, -0.02, 0.03, -0.05, 0.04, 0.05, -0.03, 0.06, 0.01, -0.05, 0.02, 0.03, -0.04, 0.05, 0.07



[2]
The following is a quantum chemistry calculation of a structure of composition C22H12N5RhS2, from the OMol25 dataset.

For the LUMO energy (alpha / beta), the calculation gives -0.69 / -3.09 eV. As for the expectation value of S²: 6.0984. For the frontier orbital gap (alpha / beta), the calculation gives 4.72 / 5.25 eV. Its net charge is 0. Its spin multiplicity is 5.

Element x y z (Å)
1 Rh 0.29057 -0.37989 0.58558
2 C -2.16119 -3.97346 0.22810
3 C -1.07434 -3.17006 0.36792
4 N -1.16356 -1.79987 0.37528
5 C -2.38208 -1.22134 0.17658
6 C -3.56542 -2.00670 0.06351
7 C -3.44807 -3.39979 0.09034
8 C -4.79470 -1.32084 -0.06050
9 C -4.86948 0.08406 -0.03276
10 C -3.73924 0.84160 0.03774
11 C -2.45164 0.19303 0.07624
12 N -1.25113 0.81278 0.10391
13 C -0.91459 2.12814 -0.11248
14 C -1.67185 3.10570 -0.72564
15 C -1.18735 4.42072 -0.85432
16 C 0.05042 4.77388 -0.40019
17 C 0.89049 3.78888 0.17152
18 C 2.21115 4.05792 0.60255
19 C 2.98479 3.04796 1.09104
20 C 2.45337 1.74695 1.14377
21 N 1.22793 1.46819 0.76462
22 C 0.42080 2.47182 0.29277
23 H -2.02962 -5.04554 0.22989
24 H -0.07641 -3.56749 0.49011
25 H -4.32992 -4.01796 -0.00203
26 H -5.70206 -1.90626 -0.13556
27 H -5.83891 0.56342 -0.04761
28 H -3.80504 1.91390 0.13305
29 H -2.63506 2.85970 -1.14421
30 H -1.81687 5.16004 -1.33088
31 H 0.41605 5.78714 -0.49786
32 H 2.59550 5.06722 0.52715
33 H 3.99856 3.21894 1.42174
34 H 3.04462 0.90910 1.49083
35 S 1.44478 -0.90080 -1.67737
36 C 2.42288 -1.81119 -0.66117
37 S 2.13307 -1.77606 1.01289
38 C 3.51591 -2.57399 -1.20002
39 C 3.78874 -2.59474 -2.58540
40 N 4.02818 -2.64069 -3.71172
41 C 4.36398 -3.32217 -0.35889
42 N 5.05816 -3.93612 0.32671

Löwdin atomic charges, in units of e: 0.69, -0.09, -0.15, -0.08, -0.16, -0.17, -0.04, 0.00, -0.09, -0.02, -0.19, -0.01, -0.19, 0.00, -0.06, -0.03, -0.15, 0.00, -0.03, -0.11, -0.04, -0.13, 0.10, 0.08, 0.10, 0.11, 0.10, 0.09, 0.10, 0.11, 0.11, 0.12, 0.11, 0.09, 0.70, -1.17, 0.62, -0.30, -0.22, 0.20, -0.22, 0.21



[3]
The following is a quantum chemistry calculation of a structure of composition C22H13BrCo2O8S, from the OMol25 dataset.

For the LUMO energy, the calculation gives 4.07 eV. For the frontier orbital gap, the calculation gives 3.29 eV. Its net charge is -2. Its spin multiplicity is 1.

Element x y z (Å)
1 Br 2.12645 0.65357 0.85544
2 C 1.17116 -1.03646 0.14819
3 S -0.34950 -1.28078 1.11423
4 C -1.52529 0.10299 0.98662
5 C -1.56881 1.12267 1.94265
6 C -2.59907 2.07044 1.91488
7 C -3.57886 2.01589 0.91976
8 C -3.53770 0.99832 -0.03506
9 C -2.52094 0.03929 0.00723
10 O -1.01092 -2.41402 0.49720
11 O 0.05996 -1.34094 2.50268
12 H 0.83856 -0.86232 -0.89848
13 H -0.79926 1.17851 2.70941
14 H -2.65158 2.84224 2.68471
15 H -4.38768 2.74694 0.90439
16 H -4.30892 0.92453 -0.80257
17 H -2.50206 -0.76820 -0.71772
18 O 5.00512 -4.14820 -3.99345
19 C 4.60707 -4.59293 -3.00350
20 Co 4.03353 -5.29651 -1.50740
21 C 2.50250 -5.97799 -2.02489
22 O 1.55910 -6.50178 -2.45215
23 C 5.05893 -6.72474 -1.55837
24 O 5.66328 -7.67357 -1.73258
25 C 4.58114 -3.62786 -0.38359
26 C 5.96538 -3.09580 -0.55803
27 C 7.04236 -3.90994 -1.01888
28 C 8.30700 -3.36007 -1.24772
29 C 8.50092 -1.96804 -1.11336
30 C 7.44676 -1.20536 -0.56884
31 C 6.21584 -1.75288 -0.21859
32 C 3.37636 -3.14096 0.19374
33 C 2.59860 -1.98510 0.46968
34 Co 3.90501 -4.67544 0.91362
35 C 4.89643 -6.19552 1.14544
36 O 5.45057 -7.16304 1.45107
37 C 3.95561 -4.28930 2.67671
38 O 3.99037 -4.09018 3.82353
39 C 2.34085 -5.45082 0.64373
40 O 1.27506 -5.90932 0.68119
41 H 6.90560 -4.98103 -1.22902
42 H 9.15427 -4.01310 -1.53036
43 H 9.48812 -1.52646 -1.36135
44 H 7.62278 -0.15640 -0.36625
45 H 5.44215 -1.17268 0.30153
46 H 2.39580 -1.93351 1.61506
47 H 3.08982 -1.12273 -0.01231

Löwdin atomic charges, in units of e: 0.59, -0.57, 0.59, -0.27, -0.08, -0.10, -0.12, -0.10, -0.07, -0.33, -0.36, 0.06, 0.10, 0.10, 0.09, 0.10, 0.11, 0.06, -0.21, 0.00, -0.23, 0.04, -0.26, 0.07, -0.27, -0.19, -0.05, -0.12, -0.14, -0.13, -0.04, -0.29, -0.32, 0.02, -0.15, 0.08, -0.12, 0.06, -0.18, 0.08, 0.09, 0.09, 0.08, 0.08, 0.11, 0.09, -0.02



Max |F| in hartree/bohr, matching the order above: 0.0323, 0.0082, 0.1241